# 1
{
  "formula": "C34H59F12NNbO10",
  "method": "wB97M-V/def2-TZVPD",
  "orbital_gap_ev": 6.7,
  "spin_multiplicity": 1,
  "charge": -1,
  "species": ["C", "C", "C", "O", "Nb", "C", "C", "C", "C", "C", "C", "C", "N", "C", "C", "C", "C", "O", "C", "C", "C", "C", "F", "C", "F", "F", "C", "O", "C", "C", "O", "H", "H", "H", "H", "H", "H", "H", "H", "H", "H", "H", "H", "H", "H", "H", "H", "H", "H", "H", "H", "H", "H", "H", "H", "H", "H", "H", "H", "H", "H", "H", "H", "H", "H", "H", "H", "H", "H", "H", "H", "H", "H", "H", "H", "C", "C", "O", "C", "O", "C", "F", "F", "F", "H", "H", "H", "H", "H", "C", "C", "O", "C", "O", "C", "F", "F", "F", "H", "H", "H", "H", "H", "C", "C", "O", "C", "O", "C", "F", "F", "F", "H", "H", "H", "H", "H"],
  "positions_angstrom": [[2.6060, 4.2126, -2.0865], [2.2566, 2.7559, -2.3314], [1.2320, 2.2292, -1.3322], [0.8421, 0.9222, -1.7003], [-0.9175, 0.1670, -1.0183], [-2.8760, -0.7374, -0.3086], [-2.9680, -2.2735, -0.3747], [0.2028, -1.6462, -0.1891], [0.6385, -2.7288, -1.1910], [1.6305, -2.2651, -2.2460], [3.0540, -2.0958, -1.7256], [4.0067, -1.7994, -2.9079], [4.3986, -0.3806, -3.0192], [-2.1530, 1.9240, -1.7798], [-1.6106, 2.5533, -3.0884], [-2.6796, 2.8719, -4.1361], [-2.0577, 3.0515, -5.5264], [-1.7687, 4.4137, -5.8128], [-0.3962, 4.7136, -5.8303], [-0.7724, 1.1028, 1.0623], [-0.7714, 0.0926, 2.2513], [-0.9116, 0.7921, 3.5724], [-2.1744, 0.9230, 4.0863], [0.1265, 1.2832, 4.2853], [0.3821, 1.0166, 5.5848], [1.0500, 2.1318, 3.7895], [-1.3399, -0.8486, -3.0342], [-2.6487, -0.4098, -3.5484], [-2.8961, -0.6945, -4.8204], [-4.3688, -0.6682, -5.1502], [-2.0687, -0.9268, -5.6793], [3.1784, 4.3526, -1.1719], [1.6895, 4.7939, -1.9661], [3.1610, 4.6558, -2.9080], [1.8997, 2.5601, -3.3418], [3.1463, 2.1426, -2.1832], [0.4062, 2.9310, -1.1905], [1.7517, 2.1658, -0.3674], [-3.1285, -0.4478, 0.7159], [-3.6751, -0.3375, -0.9346], [-2.5975, -2.7535, 0.5309], [-4.0098, -2.5948, -0.4670], [-2.4345, -2.7139, -1.2151], [1.0696, -1.2258, 0.3339], [-0.3690, -2.1613, 0.5863], [-0.2171, -3.2509, -1.6124], [1.1631, -3.5050, -0.6150], [1.3386, -1.3501, -2.7608], [1.6729, -3.0426, -3.0146], [3.3870, -3.0290, -1.2712], [3.1059, -1.2798, -1.0068], [3.4543, -2.0228, -3.8183], [4.8723, -2.4612, -2.9057], [3.7180, 0.0660, -3.6189], [4.2910, 0.0766, -2.1231], [-2.0950, 2.6878, -0.9925], [-3.2132, 1.7029, -1.8969], [-1.0612, 3.4750, -2.8872], [-0.8792, 1.8746, -3.5348], [-3.4766, 2.1337, -4.1625], [-3.1105, 3.8451, -3.8977], [-1.1300, 2.4775, -5.5643], [-2.6975, 2.6178, -6.2961], [-0.2630, 5.6555, -6.3609], [-0.0131, 4.8766, -4.8197], [0.1939, 3.9616, -6.3548], [0.0967, 1.7479, 1.2104], [-1.6665, 1.7204, 1.1916], [0.2104, -0.3659, 2.2950], [-1.5492, -0.6584, 2.1478], [-0.5484, -0.5356, -3.7120], [-1.3963, -1.9360, -3.0124], [-4.4826, -0.4152, -6.1986], [-4.8985, 0.0868, -4.5748], [-4.8173, -1.6414, -4.9708], [-5.5828, 1.0746, 6.8826], [-4.4618, 0.0600, 6.9276], [-4.9220, -1.2085, 7.4416], [-5.5686, -1.9863, 6.5896], [-5.8220, -1.7484, 5.4492], [-5.9232, -3.3120, 7.2815], [-6.4419, -3.1137, 8.4981], [-4.8198, -4.0599, 7.4214], [-6.8051, -4.0077, 6.5764], [-6.0442, 1.1766, 7.8660], [-5.2003, 2.0441, 6.5672], [-6.3624, 0.7676, 6.1863], [-3.6831, 0.3897, 7.6113], [-4.0023, -0.0758, 5.9493], [7.2451, 1.2101, -2.7408], [7.4332, 2.0550, -1.5015], [8.0097, 3.3425, -1.8152], [7.1776, 4.2557, -2.2851], [6.0072, 4.1293, -2.4757], [7.9404, 5.5695, -2.5255], [9.0958, 5.3573, -3.1644], [8.2223, 6.1635, -1.3583], [7.2194, 6.4133, -3.2523], [8.1897, 1.1143, -3.2806], [6.8828, 0.2199, -2.4788], [6.5262, 1.6607, -3.4215], [8.1382, 1.5798, -0.8226], [6.4969, 2.1886, -0.9601], [-2.3724, -4.7361, 5.8827], [-1.0385, -4.1317, 5.5013], [0.0569, -4.9905, 5.8837], [0.3085, -6.0098, 5.0798], [-0.2743, -6.2937, 4.0789], [1.5245, -6.7908, 5.6068], [1.4325, -7.0109, 6.9230], [2.6507, -6.1038, 5.3843], [1.6329, -7.9671, 5.0018], [-2.3948, -4.9747, 6.9460], [-3.1773, -4.0420, 5.6582], [-2.5532, -5.6616, 5.3364], [-0.8786, -3.1986, 6.0369], [-0.9862, -3.9096, 4.4362]],
  "forces_ev_per_angstrom": [[-0.41, 0.22, -0.08], [0.04, -0.15, 0.34], [1.12, -0.23, -0.05], [-1.64, 0.12, 0.86], [1.89, 0.80, -0.41], [0.31, -0.33, -0.04], [-0.38, 0.00, 0.09], [-0.80, -0.38, -0.37], [0.63, 0.13, 0.91], [-0.03, -0.50, -0.18], [0.25, -0.19, -0.84], [-0.53, 0.50, 0.21], [-0.01, -0.30, -0.24], [0.18, 0.36, -0.06], [-0.23, -0.55, 0.16], [0.60, 0.59, -0.31], [0.04, -0.48, 0.39], [-0.10, -0.10, -0.37], [-0.03, 0.54, 0.05], [-0.75, -0.91, 0.24], [0.47, 2.13, -0.41], [0.36, 0.31, -0.14], [0.37, -1.25, 0.68], [-0.31, 0.11, 0.24], [-0.70, 1.24, -0.22], [0.26, -1.61, 0.08], [-0.73, 0.22, 0.65], [0.16, -0.59, -0.28], [0.01, 0.23, -0.68], [-0.06, 0.51, -0.07], [-0.05, -0.12, 0.54], [0.13, -0.08, 0.06], [-0.08, 0.09, -0.05], [0.18, -0.03, -0.04], [-0.11, 0.18, -0.11], [0.15, -0.07, -0.24], [-0.23, -0.08, -0.21], [-0.12, 0.10, 0.18], [-0.02, 0.22, 0.05], [0.03, 0.17, -0.11], [0.21, 0.01, 0.06], [-0.09, -0.08, -0.02], [0.10, 0.02, -0.09], [0.19, 0.11, -0.14], [-0.13, 0.09, 0.12], [-0.19, 0.23, -0.25], [0.03, -0.21, -0.10], [-0.18, 0.13, 0.10], [0.02, -0.03, -0.14], [-0.13, -0.01, 0.38], [0.05, -0.05, 0.24], [0.12, -0.21, -0.19], [0.23, 0.14, 0.18], [0.01, 0.23, 0.00], [0.03, -0.01, 0.12], [-0.07, -0.04, 0.17], [-0.08, -0.13, 0.02], [0.10, 0.07, 0.08], [0.03, -0.03, -0.20], [0.02, -0.20, 0.10], [-0.40, -0.06, 0.11], [0.08, -0.11, -0.07], [-0.19, 0.36, -0.21], [-0.11, 0.08, -0.10], [0.16, -0.27, 0.11], [0.04, -0.19, 0.07], [0.09, 0.13, -0.23], [-0.02, 0.16, -0.11], [-0.06, -0.49, -0.16], [-0.11, -0.10, 0.15], [-0.02, 0.00, -0.25], [0.24, -0.11, -0.10], [0.04, -0.13, -0.17], [-0.02, -0.09, 0.27], [0.01, -0.10, 0.12], [-0.28, -0.19, 0.04], [0.19, 0.55, -0.19], [0.08, -0.13, 0.15], [0.18, 0.35, 0.05], [-0.13, -0.15, -0.19], [-0.20, -0.27, 0.18], [0.02, 0.09, 0.08], [-0.01, 0.01, 0.09], [-0.03, 0.02, -0.19], [0.09, 0.07, 0.03], [0.05, -0.01, 0.00], [0.07, 0.02, -0.09], [-0.02, -0.20, 0.13], [-0.12, -0.15, -0.04], [0.24, 0.30, -0.23], [-0.13, -0.59, 0.08], [0.14, 0.12, 0.10], [0.03, -0.38, 0.15], [-0.19, 0.19, -0.09], [0.11, 0.20, -0.13], [0.07, -0.06, -0.04], [0.00, -0.02, 0.13], [-0.13, 0.02, -0.05], [0.05, -0.05, 0.10], [-0.07, 0.01, -0.01], [-0.13, -0.07, 0.07], [0.14, 0.19, -0.01], [-0.04, 0.20, -0.10], [0.22, -0.35, -0.01], [-0.45, 0.36, -0.08], [0.17, 0.03, 0.10], [-0.21, 0.34, 0.03], [0.03, -0.22, -0.16], [0.15, -0.17, 0.09], [-0.05, 0.01, 0.10], [0.05, 0.12, -0.04], [-0.05, -0.08, -0.11], [-0.02, 0.13, 0.03], [0.03, 0.06, -0.05], [-0.01, 0.06, -0.09], [0.19, -0.08, 0.10], [0.09, -0.19, -0.04]]
}



# 2
{
  "formula": "C54H73BN3O3PdSiTe",
  "method": "wB97M-V/def2-TZVPD",
  "orbital_gap_ev": [2.6, 5.0],
  "spin_multiplicity": 6,
  "species": ["Pd", "C", "Si", "C", "N", "C", "C", "C", "C", "C", "C", "C", "C", "C", "C", "C", "C", "C", "C", "C", "C", "C", "H", "H", "H", "H", "H", "H", "H", "H", "H", "H", "H", "H", "H", "H", "H", "H", "H", "H", "H", "H", "H", "H", "H", "H", "C", "N", "C", "C", "C", "C", "C", "C", "C", "C", "H", "H", "H", "H", "H", "H", "H", "H", "H", "H", "H", "H", "C", "C", "C", "O", "B", "O", "C", "C", "C", "H", "H", "H", "H", "H", "H", "H", "H", "H", "H", "H", "H", "C", "C", "O", "N", "Te", "C", "C", "C", "C", "C", "C", "C", "C", "C", "C", "C", "C", "C", "C", "C", "C", "C", "C", "H", "H", "H", "H", "H", "H", "H", "H", "H", "H", "H", "H", "H", "H", "H", "H", "H", "H", "H", "H", "H", "H", "H", "H", "H"],
  "positions_angstrom": [[0.0758, 0.1105, -0.2229], [0.0684, 0.1101, 3.0345], [1.9128, 0.6690, 3.0949], [2.7053, -0.4133, 1.6931], [2.5362, -0.0240, 0.2952], [3.1817, 1.2651, 0.0287], [3.5922, 1.3913, -1.4305], [4.7460, 0.4222, -1.7064], [4.5435, -0.8725, -0.9080], [3.0566, -1.0653, -0.6079], [1.9963, 2.5416, 2.9371], [0.8833, 3.3215, 3.3068], [0.9069, 4.6957, 3.2656], [2.0457, 5.3628, 2.8263], [3.1712, 4.6205, 2.4762], [3.1512, 3.2477, 2.5520], [2.5546, 0.0479, 4.7565], [2.9174, -1.2860, 5.0007], [3.3608, -1.6964, 6.2391], [3.4683, -0.7850, 7.2821], [3.1111, 0.5423, 7.0666], [2.6714, 0.9472, 5.8260], [-0.4839, 0.2942, 3.9618], [-0.0207, -0.9568, 2.7961], [2.2524, -1.4037, 1.8051], [3.7772, -0.5316, 1.9116], [4.0864, 1.3580, 0.6437], [2.4974, 2.0674, 0.3121], [3.9058, 2.4145, -1.6396], [2.7230, 1.1733, -2.0541], [5.6825, 0.8866, -1.3980], [4.8099, 0.2165, -2.7751], [5.0920, -0.8259, 0.0363], [4.9203, -1.7387, -1.4545], [2.8813, -2.0382, -0.1446], [2.4875, -1.0372, -1.5456], [-0.0157, 2.8248, 3.6318], [0.0275, 5.2521, 3.5652], [2.0694, 6.4400, 2.7805], [4.0668, 5.1278, 2.1400], [4.0499, 2.6930, 2.3268], [2.8280, -2.0068, 4.1996], [3.6186, -2.7350, 6.4070], [3.8167, -1.1026, 8.2530], [3.1728, 1.2552, 7.8767], [2.4030, 1.9801, 5.6571], [-1.7918, -0.3059, -2.7804], [-0.3457, -0.1229, -2.8391], [0.2688, -1.2037, -3.5917], [-0.0517, 1.1837, -3.4221], [-0.3196, 2.2944, -2.4332], [-0.7877, 3.5276, -2.8791], [-0.9718, 4.5730, -1.9925], [-0.6632, 4.3930, -0.6563], [-0.2035, 3.1614, -0.2005], [-0.0445, 2.1030, -1.0818], [-2.2213, -0.3017, -3.7956], [-2.2295, 0.5132, -2.2008], [-2.0268, -1.2509, -2.2889], [-0.1276, -1.2609, -4.6149], [0.0616, -2.1431, -3.0831], [1.3468, -1.0543, -3.6492], [-0.6465, 1.3532, -4.3364], [1.0092, 1.2121, -3.7000], [-1.0114, 3.6707, -3.9277], [-1.3498, 5.5215, -2.3517], [-0.7775, 5.2081, 0.0414], [0.0427, 3.0660, 0.8513], [-0.5026, -4.4863, 2.2336], [-0.0384, -4.0215, 0.8570], [1.2365, -4.7788, 0.4697], [0.3077, -2.6265, 0.9388], [-0.1302, -1.9733, -0.1856], [-0.8414, -2.8215, -0.9920], [-1.1221, -4.0387, -0.2715], [-2.5478, -3.9004, 0.2666], [-1.0635, -5.2161, -1.2407], [0.3337, -4.4011, 2.9263], [-0.8251, -5.5247, 2.1913], [-1.3106, -3.8621, 2.6052], [1.9954, -4.5883, 1.2259], [1.6090, -4.4280, -0.4904], [1.0467, -5.8473, 0.4205], [-2.6105, -3.0146, 0.8916], [-2.8580, -4.7790, 0.8277], [-3.2283, -3.7564, -0.5712], [-0.1383, -5.2240, -1.8098], [-1.8874, -5.1236, -1.9451], [-1.1707, -6.1604, -0.7102], [-2.6906, 1.6081, 2.8013], [-1.8709, 0.8216, 1.8162], [-0.4907, 0.8970, 1.9793], [-2.2880, 0.2129, 0.7692], [-4.2970, 0.6833, -0.1235], [-6.3079, 1.6905, -0.3667], [-6.4847, 2.5214, -1.4721], [-5.4357, 2.6869, -2.5330], [-7.6872, 3.1980, -1.6282], [-8.7043, 3.1109, -0.6916], [-9.9894, 3.8673, -0.8600], [-8.4934, 2.3161, 0.4271], [-7.3082, 1.6208, 0.6023], [-7.1011, 0.7973, 1.8334], [-5.1648, -1.2659, 0.0154], [-5.7386, -1.7708, -1.1613], [-5.8209, -0.9438, -2.4019], [-6.2724, -3.0453, -1.1703], [-6.2550, -3.8542, -0.0431], [-6.8333, -5.2375, -0.0739], [-5.6620, -3.3486, 1.1106], [-5.1130, -2.0782, 1.1562], [-4.4665, -1.6165, 2.4280], [-2.1100, 1.7944, 3.7027], [-3.6071, 1.0761, 3.0600], [-2.9628, 2.5754, 2.3691], [-4.4325, 2.6194, -2.1139], [-5.5441, 3.6526, -3.0217], [-5.5508, 1.9131, -3.2921], [-7.8226, 3.8199, -2.5015], [-10.0118, 4.4002, -1.8088], [-10.1099, 4.5936, -0.0552], [-10.8405, 3.1869, -0.8228], [-9.2668, 2.2454, 1.1795], [-7.8394, 1.0388, 2.5946], [-6.1009, 0.9878, 2.2291], [-7.1811, -0.2627, 1.5916], [-4.8537, -0.4819, -2.6073], [-6.5563, -0.1532, -2.2580], [-6.1173, -1.5434, -3.2595], [-6.7295, -3.4194, -2.0756], [-7.3732, -5.4038, -1.0046], [-7.5214, -5.3870, 0.7588], [-6.0410, -5.9856, 0.0061], [-5.6357, -3.9627, 2.0015], [-4.2662, -2.4625, 3.0836], [-5.1176, -0.9243, 2.9625], [-3.5242, -1.1187, 2.2097]],
  "forces_ev_per_angstrom": [[0.85, 0.66, 0.38], [0.56, -0.04, 0.77], [-0.12, 1.65, -0.44], [0.05, -0.08, 0.84], [-0.76, -0.07, -0.36], [-0.08, 0.74, -0.32], [0.12, -0.07, 0.22], [-0.12, 0.00, -0.04], [-0.17, -0.07, -0.01], [0.21, -0.33, -0.22], [-0.38, -2.91, 0.02], [-0.83, 0.77, 0.39], [-0.66, -0.73, 0.15], [0.10, 1.18, -0.19], [0.45, -0.72, -0.15], [1.12, 0.72, -0.25], [0.28, -0.50, 0.18], [-0.32, 0.49, -0.39], [0.19, -0.21, 0.47], [-0.14, 0.16, -0.21], [0.17, -0.35, 0.39], [-0.24, 0.03, -0.68], [0.10, 0.09, 0.05], [-0.05, 0.06, -0.03], [0.04, 0.01, 0.07], [0.10, -0.01, 0.00], [-0.10, 0.01, 0.06], [0.17, -0.08, 0.17], [-0.14, 0.02, 0.02], [-0.03, 0.04, -0.13], [0.08, 0.05, -0.10], [0.09, -0.04, -0.06], [0.00, -0.05, -0.03], [0.02, -0.01, 0.04], [-0.10, 0.07, -0.04], [0.06, -0.06, 0.10], [-0.33, -0.04, 0.19], [-0.07, 0.04, 0.04], [-0.01, 0.16, 0.00], [0.11, 0.00, 0.05], [0.26, 0.04, -0.07], [0.05, -0.18, -0.09], [0.04, -0.02, -0.01], [0.04, -0.06, 0.10], [0.04, 0.06, 0.04], [0.00, 0.18, -0.03], [-0.14, 0.06, 0.15], [-0.01, 0.10, 0.06], [0.06, -0.09, 0.03], [0.11, 0.20, 0.16], [0.22, -0.52, -0.19], [0.02, -0.10, 0.10], [-0.01, 0.05, -0.01], [-0.05, 0.01, -0.11], [0.29, -0.35, 0.51], [-0.63, 1.08, -0.74], [-0.01, 0.00, 0.06], [0.03, -0.17, -0.19], [0.00, 0.07, -0.03], [-0.01, 0.03, -0.04], [0.04, -0.04, -0.05], [0.03, 0.01, 0.02], [0.14, -0.10, 0.04], [-0.12, -0.07, 0.00], [-0.01, -0.08, -0.12], [0.03, 0.03, 0.04], [0.04, 0.04, 0.17], [0.07, -0.05, 0.13], [0.10, 0.27, -0.33], [0.18, -0.56, -0.09], [-0.31, 0.33, 0.08], [0.15, 0.41, 0.36], [-0.20, -1.03, 0.05], [-0.04, 0.21, -0.52], [-0.38, -0.39, 0.23], [0.44, 0.13, -0.19], [0.08, 0.36, 0.12], [0.01, -0.06, 0.05], [-0.05, -0.09, 0.06], [-0.11, -0.02, 0.03], [0.07, -0.01, 0.04], [0.06, -0.03, -0.11], [0.05, -0.13, -0.04], [-0.06, 0.06, 0.18], [-0.03, -0.05, 0.08], [-0.06, -0.01, -0.04], [0.12, -0.05, 0.02], [-0.07, -0.02, -0.06], [0.00, -0.07, 0.05], [0.25, -0.11, 0.21], [-0.63, -0.31, -1.28], [-0.93, -0.21, -0.96], [0.79, 0.49, 1.42], [-0.94, 0.18, -0.33], [0.30, 0.13, 0.23], [0.26, -0.16, -0.08], [0.06, 0.07, 0.02], [-0.20, 0.02, 0.13], [0.05, -0.03, -0.10], [0.01, -0.01, 0.03], [0.02, 0.02, -0.13], [0.15, -0.20, 0.17], [-0.06, 0.01, 0.08], [0.30, -0.30, -0.13], [0.17, 0.45, 0.11], [0.01, -0.01, -0.14], [-0.15, -0.39, 0.27], [0.13, 0.20, 0.10], [0.02, 0.02, 0.01], [-0.31, -0.15, -0.26], [0.12, 0.38, 0.05], [0.05, -0.08, 0.01], [-0.05, 0.06, 0.04], [0.07, 0.02, -0.06], [0.08, -0.08, -0.04], [0.02, 0.07, -0.20], [0.03, 0.04, -0.05], [0.13, -0.07, -0.09], [-0.01, 0.12, -0.12], [-0.03, 0.01, -0.01], [-0.05, 0.03, -0.01], [-0.05, 0.03, -0.01], [-0.07, -0.02, 0.13], [-0.01, -0.01, 0.08], [-0.08, -0.09, 0.12], [0.04, -0.09, 0.10], [-0.06, 0.06, -0.17], [-0.01, 0.13, -0.13], [-0.01, -0.04, -0.03], [-0.02, -0.01, -0.14], [-0.01, -0.08, 0.01], [0.00, -0.05, -0.01], [-0.06, -0.02, 0.00], [0.06, -0.05, 0.09], [-0.02, -0.02, 0.05], [0.01, 0.07, 0.05], [-0.03, -0.01, 0.14]]
}



Listing total energy for the structures above in their given order: -92336.1230 -87117.2872 eV.